{
  "formula": "C6H12NP",
  "method": "ωB97M-V/def2-TZVPD",
  "orbital_gap_ev": 7.7,
  "e_homo_ev": -7.803,
  "de_lowest_ev": 1.956,
  "e_lumo_ev": -0.09,
  "species": ["C", "C", "C", "C", "C", "C", "N", "P", "H", "H", "H", "H", "H", "H", "H", "H", "H", "H", "H", "H"],
  "coordinates": [[1.353, 0.252, -1.019], [-1.257, -0.641, 0.058], [0.868, 1.699, -0.905], [-2.029, 0.400, 0.884], [0.744, -0.638, 1.422], [0.150, -0.863, 0.058], [2.384, -0.198, -1.474], [-2.154, -1.249, -1.322], [0.463, 1.991, 0.085], [1.597, 2.314, -1.348], [-0.017, 1.905, -1.649], [-2.953, 0.671, 0.401], [-2.152, 0.085, 1.953], [-1.540, 1.331, 0.847], [0.430, -1.457, 2.088], [0.322, 0.181, 1.972], [1.803, -0.819, 1.450], [0.365, -1.850, -0.159], [2.646, -1.234, -1.431], [-1.022, -1.880, -1.913]],
  "forces_ev_per_a": [[-4.6364, -0.7513, 3.2152], [-3.4375, 0.7455, -3.6013], [-2.2773, -0.9175, -1.8229], [0.4507, -1.6667, 0.5960], [-0.4148, -1.6716, 1.1893], [3.0289, 2.9769, 0.7741], [2.4281, -1.6724, -1.0444], [0.7984, 0.4866, 1.6378], [0.8022, -0.3115, -0.5255], [1.2736, 1.1132, 0.1825], [1.2493, -0.9217, 1.3607], [-0.7151, -0.6040, 0.0972], [-0.0778, 0.3772, -0.9088], [1.1793, 1.1709, 0.3389], [-0.3414, -0.2498, -0.1612], [0.5918, 1.0662, -0.0648], [0.6876, 0.9175, -0.0256], [0.6308, -1.8545, -1.3027], [-1.0554, 1.9056, 0.1092], [-0.1650, -0.1387, -0.0438]]
}